Entry 1:
This record from the Open Molecules 2025 dataset describes C8H9NOS in the gas phase. The level of theory is wB97M-V/def2-TZVPD.

Geometry (Å):
1 C -2.96165 0.00197 0.14918
2 C -2.62291 1.34242 0.30710
3 C -1.93690 -0.98462 0.10223
4 C -1.27499 1.80781 0.30477
5 C -0.62049 -0.52695 0.24638
6 C -0.39953 0.81539 0.25623
7 C 3.43130 0.60932 -1.17103
8 C 0.49981 -1.55885 0.39066
9 N 1.75982 -1.22970 -0.21991
10 O 2.59331 0.56629 1.32604
11 S 2.19214 0.46537 -0.02927
12 H -3.92109 -0.34165 0.30382
13 H -3.41450 2.00799 0.39985
14 H -2.18977 -2.10526 0.18296
15 H -1.21845 2.89481 0.30391
16 H 4.20951 1.30398 -0.81664
17 H 3.03213 0.65952 -2.13658
18 H 0.58342 -1.77881 1.43685
19 H 0.15998 -2.34031 -0.17502
20 H 2.09884 -1.60871 -1.16154

Results
- energy relative to the best compared isomer or geometry (same formula, charge and spin) (kcal/mol) = 151.0
- lowest unoccupied orbital energy (spin up / spin down) (Eh) = -0.0084 / -0.0338
- total charge = 0

---

Entry 2:
This record from the Open Molecules 2025 dataset describes a molecular structure, C19H34IrN2O4P2S. The level of theory is wB97M-V/def2-TZVPD.

Geometry (Å):
1 Ir 0.38745 0.91053 -0.21035
2 C 3.94167 0.31680 0.70456
3 P 2.75516 1.06866 -0.43617
4 C 3.41128 0.68547 -2.08184
5 C 3.13667 2.83641 -0.27630
6 C 2.26229 3.62161 -1.23298
7 P 0.51269 3.22304 -0.85474
8 C -0.32114 3.44562 -2.45285
9 C -0.00496 4.66996 0.10475
10 H 4.94907 0.63991 0.44327
11 H 3.87632 -0.76928 0.64174
12 H 3.70336 0.61983 1.72368
13 H 4.38956 1.15477 -2.18747
14 H 2.73265 1.04560 -2.85333
15 H 3.49978 -0.39361 -2.19714
16 H 4.19975 3.00984 -0.45692
17 H 2.91831 3.11471 0.75890
18 H 2.45753 3.35380 -2.27299
19 H 2.43464 4.69183 -1.11502
20 H 0.08403 4.31826 -2.96617
21 H -1.38851 3.58318 -2.28849
22 H -0.18203 2.55615 -3.06683
23 H 0.09882 5.55297 -0.52618
24 H 0.62309 4.77111 0.99080
25 H -1.03530 4.54464 0.41930
26 C -4.51423 0.64625 1.75887
27 C -3.61016 0.63437 2.98714
28 N -2.21615 0.95499 2.67258
29 C -1.18867 0.16805 2.40006
30 S 0.37114 0.97780 2.21442
31 N -1.19051 -1.15090 2.36145
32 C -2.30640 -2.10748 2.33581
33 C -1.85413 -3.37967 1.63890
34 H -5.49149 0.23550 2.01243
35 H -4.09053 0.05388 0.94732
36 H -4.65682 1.66362 1.39489
37 H -3.64890 -0.32728 3.48682
38 H -3.95047 1.38590 3.69802
39 H -2.00948 1.93254 2.51956
40 H -0.30905 -1.53450 2.03722
41 H -3.14987 -1.67831 1.80148
42 H -2.61446 -2.33158 3.35811
43 H -1.42548 -3.14932 0.66313
44 H -2.70118 -4.04648 1.48980
45 H -1.10423 -3.90349 2.23328
46 O -1.70588 2.49417 0.27663
47 C -2.31353 1.78279 -0.54001
48 O -1.81696 0.74354 -1.05394
49 H -3.33954 2.06592 -0.81831
50 O 0.81843 -0.75037 -1.79632
51 C 0.79204 -1.63335 -0.90951
52 O 0.70495 -1.28908 0.31450
53 C 0.84382 -3.07402 -1.26135
54 C 1.23145 -4.00725 -0.30366
55 C 1.20607 -5.35769 -0.61077
56 C 0.79884 -5.77226 -1.87295
57 C 0.43710 -4.83881 -2.83485
58 C 0.45966 -3.48634 -2.53305
59 H 1.55301 -3.66573 0.67186
60 H 1.49680 -6.08813 0.13250
61 H 0.75961 -6.82814 -2.10631
62 H 0.13696 -5.16905 -3.82030
63 H 0.15605 -2.74185 -3.25663

Results
- energy relative to the best compared isomer or geometry (same formula, charge and spin) (kcal/mol) = 53.3
- lowest unoccupied orbital energy (Eh) = -0.1268
- total charge = +1

---

Entry 3:
This record from the Open Molecules 2025 dataset describes a molecular structure, C17H29Br4F6N4O5RbS2. The level of theory is wB97M-V/def2-TZVPD.

Geometry (Å):
1 Rb 2.72387 4.02050 -2.95863
2 C 2.95569 -0.44656 -0.12927
3 F 3.50357 0.36294 -1.08802
4 F 3.55439 -1.65939 -0.23377
5 F 3.22864 0.09934 1.01196
6 S 1.14176 -0.65893 -0.58477
7 O 1.12597 -0.87277 -2.01726
8 O 0.60596 -1.73309 0.29708
9 N 0.51349 0.91160 -0.39082
10 S -0.80685 0.69825 0.37150
11 O -1.78862 -0.17598 -0.28088
12 O -0.50852 0.49023 1.75186
13 C -1.60794 2.54976 0.28166
14 F -2.76818 2.69993 1.10085
15 F -0.69812 3.49724 0.60414
16 F -2.04839 2.63099 -0.97315
17 C 2.42841 6.74368 2.26630
18 O 3.11758 7.15914 1.31670
19 N 1.80691 7.59040 3.18953
20 C 1.17374 7.08579 4.39126
21 C 1.52493 8.97344 2.81575
22 H 2.42820 5.71804 2.66663
23 H 1.31960 7.75106 5.24228
24 H 1.38870 6.04642 4.63947
25 H 0.11773 7.22955 4.16263
26 H 2.41774 9.44968 2.41053
27 H 0.69470 9.18264 2.14118
28 H 1.31159 9.52618 3.73066
29 C -3.63220 -1.63813 -8.92698
30 C -3.51361 -2.55562 -7.65246
31 C -3.06339 -1.56852 -6.49321
32 C -2.02387 -0.58796 -6.78247
33 N -1.11010 0.09070 -6.97947
34 H -4.03971 -2.31726 -9.67585
35 H -2.68693 -1.18362 -9.22359
36 H -4.29488 -0.79706 -8.72311
37 H -2.77252 -3.35482 -7.66495
38 H -4.48769 -3.00972 -7.47063
39 H -2.90274 -2.03949 -5.52343
40 H -3.88867 -0.89479 -6.26276
41 C -3.40834 -3.31117 5.53717
42 C -4.17747 -3.56487 4.25746
43 C -5.46479 -2.68093 4.11126
44 C -6.66501 -2.93809 5.00233
45 N -7.56715 -3.13507 5.61627
46 H -3.06534 -2.27657 5.54476
47 H -2.50421 -3.91262 5.63158
48 H -4.08501 -3.40538 6.38649
49 H -4.41868 -4.61611 4.09990
50 H -3.58868 -3.19631 3.41746
51 H -5.82448 -2.75017 3.08465
52 H -5.08677 -1.67131 4.27206
53 Br 11.83158 0.04509 1.29005
54 C 11.34168 1.96151 1.51551
55 C 9.76029 2.09510 1.52449
56 Br 9.27636 3.77939 2.45378
57 H 11.87239 2.55227 0.76888
58 H 11.73281 2.37247 2.44623
59 H 9.34346 1.36879 2.22222
60 H 9.43242 2.01759 0.48786
61 Br -0.64450 -8.94750 -2.89970
62 C -1.70097 -8.02297 -1.37367
63 C -3.14381 -7.82400 -1.97714
64 Br -4.55428 -7.13172 -0.76599
65 H -1.18702 -7.06493 -1.29547
66 H -1.43190 -8.74480 -0.60253
67 H -3.56664 -8.79103 -2.24945
68 H -2.94623 -7.22062 -2.86315

Results
- lowest unoccupied orbital energy (Eh) = -0.0688
- total charge = 0